(1)
A single C8H8F4O2 molecule at a distorted geometry, computed with ωB97M-V/def2-TZVPD.

Positions of all 22 atoms, in Å:
1 C -1.937 0.979 -0.024
2 F -1.964 -2.025 0.946
3 C 2.398 0.731 0.590
4 O 1.873 0.166 -0.626
5 H -3.546 -0.575 -2.031
6 C 3.726 1.312 0.367
7 F -0.037 -0.195 1.353
8 O -1.862 2.149 0.202
9 H 4.238 0.821 -0.341
10 H 1.740 1.606 0.828
11 C -1.380 -1.398 -0.105
12 C -0.010 -1.015 0.279
13 C 0.832 -0.568 -0.844
14 C -2.116 -0.220 -0.483
15 F -1.378 -2.363 -1.085
16 C -3.539 -0.325 -1.008
17 F 0.721 -2.085 0.797
18 H 3.750 2.324 0.028
19 H 4.283 1.201 1.294
20 H -4.043 0.625 -0.983
21 H 2.362 -0.025 1.321
22 H -4.112 -1.119 -0.473

Summary:
Highest occupied orbital energy   -8.82 eV
Electronic energy   -23385.7342 eV
Energy relative to the best compared isomer or geometry (same formula, charge and spin)   142.04 kJ/mol
2S+1   1

Electronic structure analysis, natural (NBO) charges in units of e: number 1, C, carries 0.765; number 2, F, carries -0.322; number 3, C, carries -0.091; number 4, O, carries -0.441; number 5, H, carries 0.226; number 6, C, carries -0.631; number 7, F, carries -0.329; number 8, O, carries -0.449; number 9, H, carries 0.223; number 10, H, carries 0.198; number 11, C, carries 0.642; number 12, C, carries 0.470; number 13, C, carries 0.267; number 14, C, carries -0.420; number 15, F, carries -0.309; number 16, C, carries -0.577; number 17, F, carries -0.320; number 18, H, carries 0.216; number 19, H, carries 0.223; number 20, H, carries 0.227; number 21, H, carries 0.200; number 22, H, carries 0.231

=====

(2)
A molecular structure, C8H8IrN2O4S at a distorted geometry, computed with ωB97M-V/def2-TZVPD.

Positions of all 24 atoms, in Å:
1 C 3.911 -0.588 2.893
2 C -2.053 0.950 -0.040
3 Ir -0.278 0.050 -0.259
4 C 0.491 1.703 -1.049
5 C 1.314 -1.000 -0.780
6 O 2.247 -1.615 -1.080
7 H 3.976 -0.050 5.048
8 H -0.520 -0.746 -1.814
9 N 2.928 -0.280 1.974
10 O 1.012 2.667 -1.416
11 O -3.088 1.447 0.085
12 C 1.565 1.290 4.892
13 H 1.516 2.361 4.672
14 H 4.792 -1.130 2.605
15 H 2.983 -0.513 0.987
16 H 2.085 1.136 5.840
17 H 0.549 0.894 4.954
18 S 0.478 1.131 1.991
19 C 1.931 0.441 2.572
20 N 2.316 0.575 3.866
21 O -1.099 -2.195 1.767
22 C 3.529 -0.056 4.083
23 C -0.867 -1.410 0.959
24 H -1.267 -0.316 -1.636

Summary:
Charge   +3
Highest occupied orbital energy (spin up / spin down)   -16.29 / -23.13 eV
Electronic energy   -33231.4196 eV
Expectation value of S²   6.018
Energy relative to the best compared isomer or geometry (same formula, charge and spin)   200.27 kJ/mol
2S+1   5

Electronic structure analysis, Mulliken charges in units of e: number 1, C, carries -0.354; number 2, C, carries 0.366; number 3, Ir, carries 0.883; number 4, C, carries 0.189; number 5, C, carries 0.078; number 6, O, carries -0.305; number 7, H, carries 0.504; number 8, H, carries 0.196; number 9, N, carries 0.209; number 10, O, carries -0.199; number 11, O, carries -0.192; number 12, C, carries -0.770; number 13, H, carries 0.410; number 14, H, carries 0.493; number 15, H, carries 0.136; number 16, H, carries 0.287; number 17, H, carries 0.397; number 18, S, carries 0.061; number 19, C, carries 0.239; number 20, N, carries 0.139; number 21, O, carries -0.199; number 22, C, carries 0.122; number 23, C, carries 0.107; number 24, H, carries 0.203

=====

(3)
A single C8H8N2 molecule at a distorted geometry, computed with ωB97M-V/def2-TZVPD.

Positions of all 18 atoms, in Å:
1 H 1.372 1.901 -0.017
2 N 1.013 0.980 0.008
3 C 3.254 -0.149 0.011
4 H 3.663 -1.151 -0.003
5 H 3.581 0.400 0.908
6 C -0.313 0.604 -0.035
7 H 3.631 0.418 -0.870
8 H -3.647 1.137 0.026
9 C -1.498 -1.527 -0.005
10 C -1.523 1.336 -0.028
11 H -1.548 2.432 -0.022
12 H -3.639 -1.310 0.066
13 H -1.472 -2.620 0.040
14 C -2.687 0.591 0.010
15 C -2.672 -0.817 -0.008
16 C 1.762 -0.175 -0.007
17 C -0.290 -0.798 -0.041
18 N 1.014 -1.252 -0.033

Summary:
SMILES string   Cc1nc2ccccc2[nH]1
Highest occupied orbital energy   -8.40 eV
Electronic energy   -11406.6232 eV
Energy relative to the best compared isomer or geometry (same formula, charge and spin)   0.00 kJ/mol
2S+1   1

Electronic structure analysis, natural (NBO) charges in units of e: number 1, H, carries 0.412; number 2, N, carries -0.544; number 3, C, carries -0.657; number 4, H, carries 0.250; number 5, H, carries 0.224; number 6, C, carries 0.087; number 7, H, carries 0.223; number 8, H, carries 0.213; number 9, C, carries -0.217; number 10, C, carries -0.244; number 11, H, carries 0.215; number 12, H, carries 0.214; number 13, H, carries 0.224; number 14, C, carries -0.215; number 15, C, carries -0.237; number 16, C, carries 0.390; number 17, C, carries 0.143; number 18, N, carries -0.482

=====

(4)
A single C8H8N2 molecule at a distorted geometry, computed with ωB97M-V/def2-TZVPD.

Positions of all 18 atoms, in Å:
1 C 1.161 0.127 0.296
2 C -0.198 -1.789 -1.617
3 H 2.831 0.134 1.827
4 H -2.118 0.363 -3.103
5 C -0.398 -0.462 1.857
6 C 0.903 -0.384 2.510
7 C -1.001 -0.692 -1.897
8 N -1.497 -0.470 -3.113
9 H 1.463 -0.534 -0.516
10 N 0.841 -2.473 -1.529
11 C -1.177 0.161 -0.656
12 H -2.223 0.065 -0.283
13 H 1.393 1.080 -0.135
14 H -0.915 1.197 -0.891
15 H 1.140 -0.255 3.498
16 C 1.789 0.045 1.602
17 H 0.803 -3.468 -0.999
18 C -0.257 -0.171 0.511

Summary:
Highest occupied orbital energy (spin up / spin down)   -8.72 / -7.85 eV
Electronic energy   -11398.9739 eV
Energy relative to the best compared isomer or geometry (same formula, charge and spin)   738.05 kJ/mol
2S+1   1

Electronic structure analysis, natural (NBO) charges in units of e: number 1, C, carries -0.529; number 2, C, carries 0.409; number 3, H, carries 0.214; number 4, H, carries 0.331; number 5, C, carries 0.169; number 6, C, carries -0.321; number 7, C, carries 0.042; number 8, N, carries -0.571; number 9, H, carries 0.279; number 10, N, carries -0.619; number 11, C, carries -0.469; number 12, H, carries 0.241; number 13, H, carries 0.247; number 14, H, carries 0.233; number 15, H, carries 0.219; number 16, C, carries -0.155; number 17, H, carries 0.397; number 18, C, carries -0.118

=====

(5)
A single C8H8N2O molecule at a distorted geometry, computed with ωB97M-V/def2-TZVPD.

Positions of all 19 atoms, in Å:
1 H -0.560 2.062 -2.809
2 O 1.389 -2.498 0.840
3 C 1.721 -0.761 -2.286
4 H -0.062 -2.300 2.964
5 C -0.838 -1.655 2.554
6 C -0.869 0.273 1.042
7 N 2.329 -1.420 -3.024
8 H -1.696 -2.265 2.261
9 H -1.151 -0.937 3.311
10 C 0.673 -1.560 0.741
11 N -0.292 -0.959 1.384
12 H 0.123 3.089 -1.539
13 C 0.965 -0.104 -1.394
14 C 0.253 2.158 -2.088
15 C 0.248 0.980 -1.136
16 H -1.200 2.014 0.025
17 C -0.616 1.104 0.019
18 H 1.192 2.203 -2.635
19 H -1.610 0.575 1.770

Summary:
Highest occupied orbital energy (spin up / spin down)   -8.00 / -8.00 eV
Electronic energy   -13449.0810 eV
Energy relative to the best compared isomer or geometry (same formula, charge and spin)   496.63 kJ/mol
2S+1   1

Electronic structure analysis, natural (NBO) charges in units of e: number 1, H, carries 0.226; number 2, O, carries -0.493; number 3, C, carries 0.174; number 4, H, carries 0.233; number 5, C, carries -0.409; number 6, C, carries 0.022; number 7, N, carries -0.301; number 8, H, carries 0.213; number 9, H, carries 0.216; number 10, C, carries 0.830; number 11, N, carries -0.484; number 12, H, carries 0.214; number 13, C, carries -0.173; number 14, C, carries -0.643; number 15, C, carries -0.043; number 16, H, carries 0.218; number 17, C, carries -0.237; number 18, H, carries 0.229; number 19, H, carries 0.208